Computed, not measured: 3 unconnected molecules or ions with the total composition C4H7NO at a distorted geometry, with wB97M-V/def2-TZVPD.

Net charge: 0
DFT total energy: -7795.403 eV
ΔE to the lowest compared entry with this formula, charge and spin: 4.242 eV
Kohn-Sham gap: 10.181 eV
Structure (SMILES): C=CC#N.[H][H].C=O

Last columns: bonded neighbours and bond lengths (Å).
CARTESIAN COORDINATES (ANGSTROEM)
1 C -0.60508 -1.09791 0.79320  C2 1.338, H7 1.084, H8 1.087
2 C 0.55929 -1.01448 0.13976  C1 1.338, C5 1.433, H10 1.085
3 C 0.23995 1.42399 -0.91400  O4 1.207, H11 1.102, H12 1.107
4 O -0.80550 1.46895 -1.51631  C3 1.207
5 C 1.70740 -0.37550 0.71241  C2 1.433, N6 1.159
6 N 2.66058 0.08943 1.17882  C5 1.159
7 H -1.37318 -1.78873 0.46578  C1 1.084
8 H -0.80167 -0.54579 1.70853  C1 1.087
9 H -1.95905 -0.03167 -0.01521  H13 0.748
10 H 0.72051 -1.55028 -0.78964  C2 1.085
11 H 1.17417 1.13975 -1.42487  C3 1.102
12 H 0.33374 1.69611 0.15540  C3 1.107
13 H -1.90810 0.53151 -0.50416  H9 0.748